Record 1
90
Properties=species:S:1:pos:R:3:forces:R:3:mulliken_charge:R:1 method="wB97M-V/def2-TZVPD" charge=-1 gap_ev="3.351 / 3.756" fmax_ev_per_a=4.983 s_squared=0.76 multiplicity=2
Te 11.8492 15.5479 12.9121 0.93 -0.54 0.87 0.304
Pd 12.8296 11.8829 10.8734 0.40 2.56 1.15 -0.101
P 12.1525 8.7138 12.3335 -0.10 0.39 -1.35 -0.568
O 12.7432 13.2814 9.3794 0.25 1.19 -2.56 -0.899
N 13.5750 10.1377 10.3180 1.30 -3.53 -1.82 0.206
N 13.2904 9.9736 14.6269 0.13 0.15 -0.03 0.300
N 12.7564 14.1502 11.4574 0.47 0.03 -4.31 -0.306
N 10.9045 10.8743 11.0365 -3.91 -0.85 -0.03 0.845
N 13.2182 11.2203 12.7653 1.00 -1.62 2.62 0.840
N 9.9196 8.8758 10.7185 -1.15 -0.51 0.00 0.248
N 14.3197 8.0602 10.6059 0.14 -0.35 -0.01 0.254
C 10.2907 13.0257 14.3242 0.10 0.02 0.39 -1.506
C 12.7595 15.9822 15.9233 0.31 -1.24 0.35 1.162
C 11.5720 17.0782 17.7686 -0.68 -0.78 -0.83 0.502
C 9.4949 16.4761 10.7175 -0.19 2.15 -0.08 -1.382
C 14.6732 9.9116 9.4544 -1.42 -0.03 1.42 -0.997
C 15.1286 8.6534 9.6545 0.77 -0.69 0.09 -0.450
C 12.6216 16.2656 17.2904 -0.56 1.21 -0.03 -1.025
C 14.0363 11.1316 14.8545 -0.37 -0.66 -0.86 -0.581
C 8.0833 13.2361 13.1269 0.26 0.18 -0.73 -0.798
C 12.4783 15.6015 8.1613 0.31 1.12 -1.06 -0.435
C 9.1841 9.8152 10.0397 -0.62 0.35 0.18 -0.647
C 13.4403 16.8395 9.9823 0.48 -0.02 0.07 0.484
C 10.7186 17.1458 15.4550 0.20 -0.32 1.15 1.077
C 11.4683 17.4386 19.2487 -0.93 -0.16 -0.47 -1.336
C 10.8959 9.5869 11.3301 0.64 0.32 0.85 -0.171
C 14.0173 11.8634 13.6988 -0.90 -0.62 -0.37 -1.154
C 9.3711 13.7266 13.3648 -0.11 0.31 -0.82 1.010
C 12.8228 14.3366 10.1145 -0.23 -2.09 4.52 1.009
C 9.7229 17.7115 14.4899 -1.12 0.11 -0.21 -1.260
C 13.1476 8.8105 15.5379 -0.22 0.70 -0.13 -0.986
C 11.7419 16.2850 15.0406 -1.26 1.87 -0.53 -0.340
C 13.4962 18.0114 9.2201 -0.05 -0.42 0.44 -0.979
C 7.2468 13.7402 12.1270 0.23 1.00 0.07 0.517
C 9.0213 15.3722 11.5689 -0.44 -0.97 1.64 1.015
C 9.7072 11.0476 10.2772 1.36 -0.68 0.09 -0.763
C 9.8041 14.8286 12.6148 0.87 0.27 -0.18 0.324
C 13.9942 15.2106 15.4571 1.01 0.27 -0.06 -1.409
C 14.4204 6.6842 11.1059 -0.11 -0.22 -0.48 -0.870
C 13.0153 17.9276 7.9211 0.46 1.27 -0.89 -0.104
C 7.7235 14.8706 11.4035 -0.11 -1.04 0.26 -1.113
C 12.8367 10.0401 13.2987 0.98 2.45 1.44 -0.217
C 10.5869 17.4545 16.8182 0.41 0.12 0.46 -0.921
C 12.5709 16.7495 7.3707 -0.84 -0.75 0.14 -0.750
C 5.8721 13.0993 11.8681 0.50 0.24 0.01 -1.461
C 9.5431 7.4418 10.9580 0.53 1.48 -0.57 -0.851
C 13.3391 8.9751 10.9491 1.86 0.39 -0.58 0.259
C 12.9593 15.6248 9.4540 -0.36 1.12 -0.59 -0.301
H 15.4610 6.3817 11.3161 -0.30 0.38 -0.35 0.334
H 10.1261 18.1349 13.5444 0.18 -0.42 0.69 0.104
H 14.0611 8.2135 15.5132 -0.10 -0.06 0.03 0.310
H 10.2306 16.1621 9.9782 0.07 -0.02 0.01 0.059
H 15.0337 10.6804 8.8041 0.03 0.24 -0.06 0.470
H 9.6670 17.9559 17.1475 0.47 0.21 0.03 0.309
H 13.9104 6.6419 12.0773 -0.11 -0.16 -0.47 0.327
H 13.8374 16.8671 10.9861 -0.07 -0.20 0.14 0.471
H 8.6273 16.9368 10.1957 0.49 -0.35 0.04 0.455
H 14.5972 15.7306 14.6631 -0.84 -0.23 0.53 0.263
H 12.0649 14.6837 7.7801 0.07 -0.15 -0.07 0.410
H 10.6714 16.8575 19.7833 0.76 0.21 -0.41 0.248
H 14.5716 11.3430 15.7548 -0.04 -0.18 0.45 0.509
H 13.3304 15.8757 18.0050 0.42 0.08 0.08 0.283
H 12.2015 16.7213 6.3458 0.12 0.10 0.16 0.329
H 13.0270 18.8022 7.2619 0.08 -0.11 0.32 0.331
H 16.0440 8.1776 9.2685 -0.82 0.11 0.22 0.359
H 9.2914 11.9803 9.8894 0.69 -0.16 0.38 0.419
H 14.7120 15.1185 16.2931 -0.34 -0.11 -0.09 0.390
H 9.7657 12.1575 14.7243 -0.08 -0.04 0.28 0.476
H 11.1741 18.4953 19.3841 0.36 -0.35 -0.09 0.337
H 12.9149 9.0666 16.6032 0.25 0.25 -1.06 0.322
H 12.3044 8.2351 15.1539 0.17 -0.15 0.11 0.342
H 7.1004 15.3743 10.6714 -0.17 -0.25 -0.12 0.249
H 9.4141 7.3046 12.0516 -0.11 -0.16 -0.77 0.313
H 13.9810 5.9523 10.3627 0.35 0.74 0.94 0.261
H 6.0224 12.0045 11.6878 -0.30 0.87 -0.03 0.295
H 13.9228 18.9573 9.6319 -0.52 -0.95 -0.36 0.336
H 11.2168 12.6347 13.8419 -0.59 0.65 0.18 0.104
H 14.5282 12.7819 13.4315 -0.39 -0.08 0.15 0.548
H 8.6053 7.2594 10.3666 1.03 -0.06 0.73 0.314
H 8.2811 9.5908 9.5190 -0.32 -0.38 -0.27 0.438
H 10.4141 6.8662 10.5851 -0.83 -0.20 0.26 0.256
H 12.4440 17.2531 19.6861 -0.03 0.07 0.42 0.359
H 9.9594 17.3196 11.3165 -0.33 -1.11 -0.59 0.104
H 10.5402 13.7291 15.1474 0.17 -0.58 -0.38 0.210
H 13.7943 14.2118 15.0475 -0.23 0.31 0.19 0.053
H 7.7810 12.3738 13.6799 -0.32 -0.57 0.33 0.369
H 9.1770 18.5224 15.0046 -0.03 -0.27 -0.30 0.434
H 5.4152 13.5966 10.9796 0.14 -0.59 0.66 0.322
H 5.2005 13.2089 12.7528 0.41 -0.03 -0.67 0.309
H 8.9911 16.9271 14.1864 0.36 0.53 0.11 0.195



Record 2
96
Properties=species:S:1:pos:R:3:forces:R:3:mulliken_charge:R:1 method="wB97M-V/def2-TZVPD" charge=+2 gap_ev="7.688 / 8.119" fmax_ev_per_a=0.917 s_squared=0.75 multiplicity=2
Te 4.2606 2.4688 0.1026 0.08 -0.06 -0.20 0.916
Ti 2.0114 -0.2190 1.5358 0.29 -0.26 0.83 0.126
F 2.4369 -2.1923 0.8474 -0.01 0.24 0.04 -0.317
F -2.1820 -4.2046 -1.4071 -0.02 -0.01 0.01 -0.337
F 0.7320 -3.6809 1.3763 0.01 0.03 -0.02 -0.275
F 2.6486 -3.6498 2.6558 -0.02 0.02 -0.03 -0.290
F 1.1911 -1.8306 2.6855 0.10 0.12 -0.12 -0.472
O 0.3219 -0.3727 0.4588 -0.24 -0.09 -0.02 -0.590
O 3.8113 -0.5009 2.6189 -0.17 -0.09 -0.15 -0.448
O -0.4539 2.3891 3.4336 0.03 0.02 -0.02 -0.673
O 1.1803 1.2070 2.4790 0.19 -0.38 -0.26 -0.349
N -4.6783 -4.3062 -0.0713 -0.08 -0.05 0.09 0.257
N -6.3321 -6.5871 -0.4092 0.02 0.00 -0.01 -0.145
N 3.8054 0.6474 0.7469 -0.02 0.21 0.03 -0.084
N -3.2973 -0.3554 2.3550 0.09 0.05 0.00 0.333
C -1.9203 3.9021 0.3127 -0.08 0.02 0.00 -1.812
C -4.7658 -4.9503 -1.3710 -0.03 0.03 -0.05 -0.569
C 1.7758 1.3045 -1.8351 0.00 -0.07 -0.03 -2.042
C -6.1819 -5.9341 0.9393 0.00 0.02 -0.03 -0.720
C -5.2008 1.0004 3.3260 0.02 -0.05 -0.04 -0.956
C 3.8908 4.7382 -1.9962 -0.02 0.12 -0.09 -1.901
C -4.5632 -0.3291 3.0650 -0.05 0.03 0.02 -0.371
C -2.4810 -3.2344 -0.5254 0.01 -0.01 0.03 0.335
C -5.7986 0.0696 2.3134 0.00 0.01 0.04 -0.444
C -0.7933 -0.3603 1.0769 0.22 0.16 0.00 1.505
C -1.5554 -2.2685 -0.2701 -0.04 0.02 0.02 -0.246
C -4.8198 -5.2709 1.0109 0.04 -0.06 -0.02 -0.517
C 4.6093 3.4965 -4.0319 0.00 0.00 0.04 -0.911
C 5.2188 1.1794 -2.5887 0.04 0.07 0.02 1.187
C -2.3238 0.4865 2.7192 -0.03 -0.01 -0.04 -0.440
C 2.7280 4.7220 1.8821 0.01 -0.01 0.04 -2.001
C 0.4632 4.2896 0.9707 0.06 -0.02 -0.03 -0.792
C 5.0834 2.3772 -4.7089 -0.01 -0.01 0.04 0.598
C -1.8268 -1.2925 0.6978 -0.04 -0.14 -0.02 0.994
C 5.6364 -0.0966 -1.9086 -0.07 -0.04 -0.07 -1.442
C 5.9281 0.4881 2.1029 -0.02 0.01 0.12 -1.368
C -1.0749 0.5110 2.1522 -0.01 -0.01 -0.02 0.052
C -3.0512 -1.3129 1.3782 -0.01 -0.03 -0.04 -0.105
C 4.6991 2.3104 -1.9554 -0.02 -0.01 -0.08 0.295
C 0.0121 2.6630 -0.7207 -0.06 0.07 0.02 -0.657
C 4.4845 0.2053 1.8315 0.17 0.02 -0.05 0.967
C 1.8202 4.0099 0.9151 -0.04 -0.06 0.03 -0.013
C -0.4553 3.6191 0.1723 0.08 -0.07 -0.05 0.519
C 1.3618 2.3447 -0.8284 0.04 -0.03 -0.01 0.747
C -0.0798 1.4717 2.7462 -0.15 0.06 0.01 0.179
C -3.7184 -3.2832 0.1433 0.03 0.08 0.01 -1.343
C 4.4141 3.4906 -2.6594 0.00 -0.05 0.01 0.681
C 5.3874 1.2435 -3.9695 -0.01 0.03 0.04 -0.811
C -3.9928 -2.3056 1.0806 0.00 -0.01 -0.04 -1.024
C 2.2487 3.0255 0.0115 -0.13 0.03 0.08 1.881
C 5.3113 2.4185 -6.1908 0.00 0.00 -0.04 -1.606
C -6.1333 -5.5908 -1.5227 0.01 -0.02 -0.01 -0.987
B 1.7569 -2.9709 1.9235 -0.14 0.04 -0.08 0.477
H 2.2945 5.6784 2.1680 -0.01 -0.02 0.02 0.499
H -6.3105 -6.6992 1.7019 0.02 -0.01 0.00 0.397
H -6.9358 -4.8612 -1.4334 0.01 0.01 0.00 0.372
H 4.3914 4.4028 -4.5856 0.01 0.00 0.00 0.481
H 6.2948 2.8397 -6.4085 -0.01 0.00 0.00 0.315
H 5.2742 1.4216 -6.6266 0.00 0.00 0.00 0.404
H 3.7198 4.9320 1.4836 0.05 0.01 -0.06 0.357
H -6.9814 -5.1992 1.0114 -0.01 0.00 0.03 0.368
H 2.5720 0.6519 -1.4721 -0.07 0.01 -0.01 0.080
H -5.6767 0.3342 1.2716 0.00 -0.01 0.00 0.227
H -0.5897 -2.2923 -0.7549 0.00 0.00 0.00 0.570
H 6.0218 1.4496 2.6143 0.00 -0.01 0.02 0.327
H -0.6941 2.1403 -1.3568 0.01 -0.01 0.00 0.410
H 2.8047 4.7151 -1.8859 0.06 0.02 -0.03 0.311
H 6.5156 0.5261 1.1860 -0.01 -0.01 0.00 0.327
H -4.6994 1.8792 2.9447 -0.02 0.01 0.02 0.316
H -2.5026 3.3879 -0.4511 0.00 0.00 0.00 0.387
H 5.7890 0.3719 -4.4749 0.00 0.01 -0.01 0.467
H -2.5527 1.1789 3.5184 0.00 0.00 0.00 0.877
H -4.6354 -1.0940 3.8282 -0.02 0.00 -0.01 0.478
H 2.1328 1.7678 -2.7579 -0.02 0.00 0.02 0.419
H -6.2223 -6.1265 -2.4654 0.00 0.00 -0.01 0.425
H -2.1230 4.9707 0.2363 0.00 -0.01 0.00 0.428
H -4.9494 -2.3139 1.5819 -0.01 -0.02 -0.01 0.766
H -6.7195 -0.4406 2.5581 0.00 0.00 -0.02 0.330
H -2.2670 3.5777 1.2972 0.01 0.01 0.01 0.302
H 2.8466 4.1314 2.7946 0.01 -0.01 -0.01 0.330
H 4.3176 4.9133 -1.0023 0.03 0.03 -0.02 0.321
H 0.1131 5.0255 1.6849 -0.01 0.00 -0.01 0.456
H -4.7283 -4.7754 1.9744 -0.02 0.04 0.01 0.490
H -5.6975 1.1324 4.2755 0.01 0.00 0.00 0.268
H 4.9760 -0.9169 -2.1970 0.00 0.00 0.02 0.343
H 4.5694 3.0428 -6.6868 0.00 0.00 0.00 0.397
H 0.9232 0.6741 -2.0777 -0.02 -0.01 -0.02 0.433
H -4.0309 -6.0401 0.9712 0.00 0.01 0.00 0.215
H 6.6441 -0.3629 -2.2281 -0.02 -0.01 0.02 0.571
H -3.9886 -5.7111 -1.5246 0.00 -0.01 0.01 0.442
H -7.2475 -7.0319 -0.4893 -0.01 0.01 0.00 0.354
H 5.6264 -0.0452 -0.8276 0.00 0.06 0.12 -0.117
H 4.1512 5.6095 -2.5939 0.00 0.02 0.00 0.590
H 6.3155 -0.2814 2.7658 0.02 0.01 -0.01 0.387
H -4.6547 -4.2113 -2.1619 0.02 0.01 -0.01 0.486
H -5.6360 -7.3317 -0.5019 0.00 -0.01 0.01 0.402



Question: Which of these has the lowest charge?
Answer: C37H42N7OPPdTe



Question: Among the records above, which one has the highest charge?
Answer: C37H43BF5N4O4TeTi



Question: What is the charge in the first record?
Answer: -1